The following is a quantum chemistry calculation of a structure of composition C34H50B2N9O2S3SeV at a distorted geometry, from the Open Molecules 2025 dataset.

Element x y z (Å)
V  -0.8103  -0.0162  0.8510
C  -4.1077  2.1155  1.9752
C  -4.3956  3.0421  0.7942
C  -5.2781  2.3692  -0.2571
C  -5.1353  4.2739  1.3153
N  -3.0966  3.4742  0.1699
C  -2.6203  4.7762  0.2141
C  -1.4126  4.7797  -0.3751
N  -1.1253  3.4954  -0.7734
B  0.1872  3.1995  -1.5677
N  -0.1360  2.4389  -2.8755
C  -0.8050  3.1379  -3.8689
C  -1.0626  2.2916  -4.8741
N  -0.5445  1.0520  -4.5249
C  0.0297  1.1423  -3.2826
S  0.8092  -0.0988  -2.4297
C  -0.6762  -0.1744  -5.3808
C  -1.5164  -1.2132  -4.6394
C  -1.3814  0.2047  -6.6815
C  0.7051  -0.7251  -5.7390
N  1.3234  2.5062  -0.7563
C  2.5458  2.3558  -1.3740
C  3.4180  1.9021  -0.4657
N  2.7375  1.7703  0.7393
C  1.4450  2.1513  0.5367
S  0.1433  2.1044  1.6846
C  3.4973  1.3727  1.9730
C  3.8083  -0.1213  1.8656
C  2.7474  1.6309  3.2747
C  4.7894  2.2010  2.0143
C  -2.1533  2.7012  -0.4313
S  -2.2296  0.9969  -0.7196
H  -5.0396  1.9045  2.5034
H  -3.4090  2.5837  2.6714
H  -3.6755  1.1746  1.6481
H  -6.2323  2.1047  0.2016
H  -4.8209  1.4655  -0.6498
H  -5.4696  3.0530  -1.0874
H  -6.0956  3.9448  1.7099
H  -5.3298  4.9949  0.5190
H  -4.5916  4.7628  2.1256
H  -3.1725  5.5912  0.6377
H  -0.7199  5.5884  -0.5325
H  0.5995  4.2948  -1.8705
H  -1.0373  4.1848  -3.7653
H  -1.5721  2.4796  -5.7997
H  -2.4724  -0.7782  -4.3326
H  -1.0016  -1.5931  -3.7578
H  -1.7130  -2.0618  -5.2974
H  -2.4023  0.5523  -6.5068
H  -1.4349  -0.6879  -7.3027
H  -0.8285  0.9667  -7.2355
H  1.2488  -1.0256  -4.8496
H  1.2895  0.0281  -6.2743
H  0.5841  -1.5991  -6.3810
H  2.6750  2.5501  -2.4250
H  4.4508  1.6332  -0.5836
H  2.8911  -0.7015  1.9978
H  4.5063  -0.4102  2.6530
H  4.2561  -0.3713  0.9021
H  1.8305  1.0571  3.3464
H  2.5051  2.6871  3.3991
H  3.4052  1.3264  4.0902
H  5.5045  1.9088  1.2455
H  5.2681  2.0640  2.9837
H  4.5597  3.2610  1.8915
N  -1.9735  -1.7546  0.4597
C  -1.3984  -2.9146  1.1925
C  0.1365  -2.8315  1.1152
N  0.5073  -1.5608  0.4397
H  -2.9663  -1.6750  0.6394
H  -1.8724  -1.9539  -0.5449
H  -1.7279  -3.8486  0.7457
H  -1.7077  -2.8765  2.2358
H  0.5248  -3.6722  0.5473
H  0.5644  -2.8367  2.1121
H  0.3488  -1.7107  -0.5736
H  1.5029  -1.3838  0.5253
Se  -0.8650  -3.8076  -1.9595
C  0.7385  -4.4927  -2.7003
C  1.6959  -3.6547  -3.2835
C  2.8443  -4.2078  -3.8289
N  3.1215  -5.5139  -3.8335
C  2.2084  -6.3077  -3.2683
C  1.0252  -5.8606  -2.7005
H  1.5354  -2.5838  -3.3025
H  3.5895  -3.5668  -4.2945
H  2.4438  -7.3688  -3.2715
H  0.3242  -6.5611  -2.2655
O  -1.7060  0.6565  3.9164
B  -1.1484  -0.0517  2.8477
O  -0.0596  -0.8258  3.3319
C  0.0614  -0.5238  4.6718
C  0.9891  -0.9801  5.5777
C  0.8884  -0.4860  6.8790
C  -0.1048  0.4226  7.2292
C  -1.0416  0.8717  6.2979
C  -0.9344  0.3743  5.0205
H  1.7605  -1.6841  5.2900
H  1.5946  -0.8171  7.6298
H  -0.1519  0.7920  8.2458
H  -1.8134  1.5825  6.5626

Results
- HOMO (spin up / spin down) (eV) = -6.102 / -6.104
- gap between HOMO and LUMO (spin up / spin down) (eV) = 6.029 / 6.330
- total charge = 0
- lowest unoccupied orbital energy (spin up / spin down) (Ha) = -0.0027 / 0.0083
- 2S+1 = 3
- total energy (eV) = -178474.951



The following is a quantum chemistry calculation of a structure of composition C31H61As3BN8ORu at a distorted geometry, from the Open Molecules 2025 dataset.

Element x y z (Å)
Ru  -0.1430  -0.0990  0.0093
C  -3.4258  1.4517  -3.4770
C  -3.2688  0.1620  -2.6566
C  -1.9876  -0.5818  -3.0232
C  -3.3419  0.5431  -1.2136
C  -4.5175  0.9016  -0.5461
C  -4.1016  1.4435  0.6517
N  -2.7613  1.3991  0.6934
N  -2.2899  0.8246  -0.4270
B  -1.8991  1.9604  1.8437
N  -0.6311  2.6501  1.3234
C  -0.4276  3.9694  1.4135
C  0.8588  4.2451  1.0036
C  1.4061  3.0027  0.6632
N  0.4908  2.0509  0.8729
C  2.7998  2.7412  0.1892
C  3.7959  3.2403  1.2428
C  3.1025  3.4193  -1.1505
N  -1.4836  0.7707  2.7071
C  -1.6885  0.6169  4.0179
C  -1.3535  -0.6786  4.3651
C  -0.9406  -1.2691  3.1727
N  -1.0124  -0.3702  2.1830
C  -0.5200  -2.6770  2.9258
C  -1.7457  -3.5770  2.7283
C  0.3270  -3.2048  4.0853
H  -3.6403  1.2152  -4.5150
H  -2.5203  2.0472  -3.4326
H  -4.2515  2.0413  -3.0895
H  -4.1307  -0.4730  -2.8815
H  -2.1149  -1.6451  -2.8256
H  -1.7611  -0.4476  -4.0789
H  -1.1416  -0.2086  -2.4304
H  -5.5206  0.7818  -0.8989
H  -4.6742  1.8610  1.4560
H  -2.5480  2.7211  2.4700
H  -1.1965  4.6272  1.7596
H  1.3313  5.2031  0.9605
H  2.8972  1.6528  0.0505
H  3.7800  4.3275  1.2770
H  4.8048  2.9233  0.9838
H  3.5482  2.8679  2.2357
H  2.9446  4.4933  -1.0888
H  2.4782  3.0139  -1.9417
H  4.1433  3.2451  -1.4131
H  -2.0658  1.4253  4.6083
H  -1.4011  -1.1340  5.3322
H  0.0544  -2.6539  1.9834
H  -2.3770  -3.5419  3.6111
H  -1.4313  -4.6090  2.5872
H  -2.3361  -3.2658  1.8658
H  -0.3125  -3.3952  4.9446
H  1.0922  -2.4875  4.3807
H  0.8108  -4.1397  3.8150
C  1.0484  -2.7017  -2.7195
As  0.0535  -2.7104  -1.0232
C  -1.4861  -3.8234  -1.5840
C  0.9471  -4.2292  -0.0729
C  2.3734  -4.2038  0.5115
C  2.4260  -5.3665  1.5234
C  2.7381  -2.9288  1.2822
As  2.5040  -1.0459  0.6233
C  4.0727  -0.8672  -0.5789
C  3.3144  -0.2903  2.2539
C  3.4127  -4.4733  -0.5886
As  5.0566  -5.5135  -0.0482
C  6.2522  -4.1649  0.7439
C  5.9060  -5.6704  -1.8051
H  1.2179  -3.7240  -3.0655
H  2.0054  -2.1972  -2.5897
H  0.4745  -2.1545  -3.4677
H  -1.3075  -4.8746  -1.3601
H  -1.6403  -3.7285  -2.6584
H  -2.3966  -3.5161  -1.0693
H  0.9009  -5.0617  -0.7867
H  0.2377  -4.4662  0.7271
H  1.6323  -5.2984  2.2642
H  3.3823  -5.3660  2.0532
H  2.3225  -6.3198  1.0041
H  3.8005  -3.0026  1.5379
H  2.1905  -2.9195  2.2258
H  4.8510  -1.5806  -0.3067
H  4.4727  0.1427  -0.4986
H  3.7913  -1.0255  -1.6184
H  4.0737  -0.9507  2.6761
H  2.5365  -0.1402  3.0020
H  3.7793  0.6697  2.0421
H  3.7483  -3.5394  -1.0459
H  2.9720  -5.0937  -1.3744
H  5.9233  -3.8476  1.7303
H  6.3285  -3.3003  0.0859
H  7.2412  -4.6061  0.8491
H  5.2795  -6.2394  -2.4883
H  6.8559  -6.1922  -1.7024
H  6.0961  -4.6814  -2.2209
C  -0.4803  3.1612  -2.1116
N  0.2163  2.4813  -3.1818
C  0.9463  1.3571  -3.0602
N  1.5946  0.9679  -4.1870
O  1.0139  0.6528  -2.0381
H  -1.3226  3.7113  -2.5263
H  0.1684  3.8750  -1.5983
H  -0.8449  2.4268  -1.3899
H  0.2872  3.0039  -4.0429
H  1.7124  1.5868  -4.9714
H  2.2118  0.1749  -4.1292

Results
- HOMO (spin up / spin down) (eV) = -12.754 / -12.754
- energy above the lowest of the compared OMol25 structures with the same formula, charge and spin (kcal/mol) = 27.23
- gap between HOMO and LUMO (spin up / spin down) (eV) = 8.253 / 3.235
- total charge = +2
- lowest unoccupied orbital energy (spin up / spin down) (Ha) = -0.1654 / -0.3498
- 2S+1 = 2
- total energy (eV) = -232867.314



The following is a quantum chemistry calculation of a structure of composition C19H39O13Zn at a distorted geometry, from the Open Molecules 2025 dataset.

Element x y z (Å)
Zn  3.6629  3.2646  -0.3602
C  -0.0121  0.8880  0.3871
O  1.3756  1.0307  0.2283
H  -0.3393  1.0609  1.4124
H  -0.5618  1.4637  -0.3575
H  -0.3716  -0.0879  0.0606
C  -9.5426  4.5446  2.4913
O  -8.3066  4.8530  1.7959
C  -7.1489  4.3088  2.1194
O  -6.9709  3.5424  3.1114
O  -6.2210  4.9042  1.3466
C  -4.8686  4.4612  1.3410
H  -9.6161  4.9962  3.4806
H  -9.6310  3.4603  2.5607
H  -10.4619  4.8238  1.9765
H  -4.8112  3.3769  1.2451
H  -4.3415  4.6957  2.2658
H  -4.4057  4.8624  0.4394
C  4.7088  0.3726  4.3366
O  6.0495  0.1519  3.8575
C  6.5630  0.5304  2.6335
O  5.9506  1.1481  1.7656
O  7.8792  0.1441  2.5363
C  8.6120  -0.5881  3.5488
H  3.9227  0.0193  3.6693
H  4.6011  1.3770  4.7462
H  4.5265  -0.2240  5.2305
H  8.1673  -1.4867  3.9764
H  8.7325  0.1627  4.3297
H  9.5721  -0.8731  3.1186
C  -2.2932  0.8312  -9.2557
O  -2.7156  0.9636  -7.9123
C  -2.4110  2.0439  -7.2720
O  -1.6965  3.0067  -7.6542
O  -2.9334  1.9856  -5.9910
C  -2.5934  2.8930  -4.9385
H  -1.3806  1.3632  -9.5247
H  -2.9984  1.2695  -9.9619
H  -2.1465  -0.2195  -9.5057
H  -2.9538  3.9051  -5.1226
H  -1.5086  2.9642  -4.8598
H  -3.1209  2.6053  -4.0291
C  -0.1401  -2.4981  6.1695
C  -1.1400  -1.3922  6.5339
O  -2.2090  -1.6776  7.0841
C  -0.7396  0.0739  6.4028
H  -0.5738  -3.1714  5.4301
H  0.2226  -3.0026  7.0651
H  0.7043  -2.0249  5.6684
H  -1.5935  0.7503  6.4402
H  -0.2081  0.2744  5.4726
H  -0.1041  0.3900  7.2300
C  -0.6292  -3.3902  -3.6434
C  0.2924  -4.1896  -4.5389
O  0.6534  -5.3673  -4.3298
C  0.8624  -3.4541  -5.7217
H  -1.5117  -3.1556  -4.2386
H  0.0389  -2.5878  -3.3305
H  -0.9119  -3.9201  -2.7337
H  0.1060  -3.0978  -6.4210
H  1.5679  -4.0288  -6.3217
H  1.3092  -2.5364  -5.3394
C  2.8865  -4.0565  0.9767
C  3.9306  -4.2900  -0.1452
O  4.4357  -5.3895  -0.3769
C  4.2188  -3.0401  -0.9529
H  2.9958  -3.0671  1.4209
H  2.8754  -4.8091  1.7651
H  1.8796  -4.0238  0.5605
H  4.6743  -3.3179  -1.9034
H  4.8358  -2.3399  -0.3897
H  3.3104  -2.4557  -1.0993

Results
- HOMO (eV) = -11.308
- energy above the lowest of the compared OMol25 structures with the same formula, charge and spin (kcal/mol) = 197.76
- gap between HOMO and LUMO (eV) = 1.945
- total charge = +1
- lowest unoccupied orbital energy (Ha) = -0.3441
- total energy (eV) = -95354.531